Below is a 2-piece molecular cluster, C6H6ClNS overall, with properties calculated with ωB97M-V with the def2-TZVPD basis set.

2S+1: 1
highest occupied orbital energy: -8.452 eV

Last column: Mulliken charge in e.
Geometry (Å):
1 C -2.3899 -1.8780 -0.9583  0.013
2 C -1.7982 -0.8449 -0.2763  0.018
3 C -0.7792 -0.3817 0.3970  1.091
4 C -3.6338 0.3766 -0.2345  0.079
5 C -0.6524 0.9250 0.9997  -1.235
6 C 0.4723 -1.2718 0.2583  -1.276
7 N -3.1038 -2.6915 -1.2882  -0.473
8 S -3.8854 1.2271 -1.5035  -0.155
9 Cl -4.4757 0.0493 1.1862  -0.074
10 H -1.5462 1.4987 0.8398  0.349
11 H -0.5114 0.7533 2.0870  0.289
12 H 0.2075 1.4645 0.4735  0.326
13 H 1.3443 -0.6284 0.5322  0.335
14 H 0.3149 -2.1037 0.9570  0.294
15 H 0.3471 -1.5895 -0.7370  0.420



Below is a 2-piece molecular cluster, C3H9NO2 overall, with properties calculated with ωB97M-V with the def2-TZVPD basis set.

2S+1: 1
highest occupied orbital energy (alpha / beta): -6.903 / -7.449 eV

Last column: Mulliken charge in e.
Geometry (Å):
1 C 1.6047 0.6253 0.5944  -0.034
2 C 0.2298 1.5702 -1.0322  -0.723
3 C -1.0930 -1.4823 -0.0380  -0.594
4 N -2.1397 -0.5452 0.3254  -0.574
5 O 1.2495 0.8484 -0.6267  -0.219
6 O 2.7008 -0.1562 0.8240  -0.459
7 H 2.9305 -0.6122 0.0055  0.326
8 H -2.3316 -0.5956 1.3194  0.216
9 H -1.8452 0.4042 0.1154  0.247
10 H 1.3038 1.2392 1.4285  0.410
11 H -0.1307 -1.3050 0.5201  0.128
12 H -0.2421 2.2775 -0.3663  0.382
13 H 0.1002 1.6082 -2.0971  0.279
14 H -1.4549 -2.4953 0.1279  0.340
15 H -0.8821 -1.3813 -1.1004  0.274



Below is one molecule with the formula C17H15F2NO3S, with properties calculated with ωB97M-V with the def2-TZVPD basis set.

2S+1: 1
highest occupied orbital energy: -8.340 eV

Last column: Mulliken charge in e.
Geometry (Å):
1 O -0.9136 -2.8404 -0.1580  -0.652
2 C -0.2388 -2.0531 0.4597  0.447
3 N -0.6452 -0.8432 0.9178  0.070
4 C -1.8771 -0.2254 0.7413  -0.161
5 C -2.9455 -0.8050 0.0667  -0.464
6 C -4.1236 -0.0908 -0.0584  0.181
7 C -4.2907 1.1799 0.4625  -0.613
8 C -3.2316 1.7576 1.1426  -0.565
9 C -2.0535 1.0554 1.2741  0.779
10 F -1.0159 1.6172 1.9399  -0.365
11 H -3.3117 2.7443 1.5692  0.444
12 H -5.2266 1.6987 0.3376  0.465
13 F -5.1484 -0.6584 -0.7192  -0.342
14 H -2.8529 -1.7905 -0.3574  0.606
15 H 0.0516 -0.2884 1.4027  0.257
16 C 1.2022 -2.3827 0.8508  -0.560
17 H 1.1779 -3.1258 1.6565  0.387
18 H 1.7170 -2.8256 -0.0086  0.405
19 O 1.9102 -1.2345 1.2998  -0.401
20 C 3.1591 -1.0547 0.8380  0.477
21 O 3.7246 -1.8275 0.1144  -0.575
22 C 3.7480 0.2407 1.3422  -0.367
23 H 3.0744 0.7014 2.0649  0.265
24 H 4.6944 -0.0014 1.8309  0.387
25 C 4.0294 1.2040 0.1862  -0.810
26 H 4.4057 0.6762 -0.6885  0.405
27 H 4.7654 1.9474 0.4914  0.446
28 S 2.5829 2.2199 -0.2650  -0.156
29 C 1.4720 1.1610 -1.1529  0.716
30 C 0.1567 1.6096 -1.2406  -0.736
31 C -0.7827 0.8726 -1.9344  -0.435
32 C -0.4250 -0.3274 -2.5287  -0.651
33 C 0.8853 -0.7644 -2.4504  -0.649
34 C 1.8414 -0.0189 -1.7804  -0.403
35 H 2.8620 -0.3665 -1.7651  0.431
36 H 1.1760 -1.6909 -2.9222  0.448
37 H -1.1614 -0.9153 -3.0533  0.414
38 H -1.7984 1.2331 -2.0050  0.460
39 H -0.1110 2.5406 -0.7641  0.416



Below is one molecule with the formula C22H19N3O5S, with properties calculated with ωB97M-V with the def2-TZVPD basis set.

2S+1: 1
highest occupied orbital energy: -8.130 eV

Last column: Mulliken charge in e.
Geometry (Å):
1 C 3.1662 1.7630 -1.6475  -0.589
2 H 3.9265 2.4713 -1.9718  0.270
3 O 3.8661 0.7390 -0.9823  -0.456
4 C 3.1653 -0.3022 -0.4662  0.649
5 C 1.7885 -0.4481 -0.5358  -0.550
6 C 1.1481 -1.5601 0.0265  0.262
7 C 1.9230 -2.5491 0.6289  -0.996
8 C 3.2953 -2.4100 0.7178  -0.455
9 C 3.9181 -1.2938 0.1888  0.750
10 O 5.2825 -1.0790 0.2931  -0.414
11 C 6.1530 -2.0542 -0.0356  0.685
12 O 5.8378 -3.1357 -0.4458  -0.528
13 C 7.5614 -1.5772 0.1919  -1.098
14 H 7.6710 -0.5606 -0.1746  0.320
15 H 8.2570 -2.2437 -0.3083  0.336
16 H 7.7656 -1.5800 1.2608  0.266
17 H 3.8910 -3.1727 1.1927  0.419
18 H 1.4430 -3.4190 1.0479  0.468
19 C -0.2971 -1.7154 0.0014  -0.917
20 C -1.2239 -0.7400 0.1121  0.148
21 N -0.7986 0.5729 0.3816  -0.188
22 C -1.2234 1.8009 -0.0155  0.402
23 O -2.2695 2.0218 -0.6061  -0.844
24 C -0.2560 2.8922 0.2862  0.567
25 C -0.2609 3.9976 -0.5621  -0.648
26 C 0.6367 5.0309 -0.3704  -0.576
27 C 1.5385 4.9777 0.6799  -0.442
28 C 1.5308 3.8946 1.5445  -0.686
29 C 0.6413 2.8527 1.3518  -0.197
30 H 0.6325 2.0337 2.0577  0.525
31 H 2.2201 3.8610 2.3747  0.418
32 H 2.2405 5.7833 0.8327  0.411
33 H 0.6307 5.8792 -1.0377  0.414
34 H -0.9759 4.0234 -1.3703  0.443
35 H 0.1396 0.5620 0.7680  0.052
36 C -2.6517 -1.1725 0.0956  0.786
37 O -2.9422 -2.3492 0.2527  -0.779
38 N -3.5962 -0.2215 -0.0920  0.051
39 C -4.9241 -0.5425 -0.1185  0.356
40 N -5.8599 0.3232 -0.3158  -0.571
41 C -7.0785 -0.2658 -0.2830  -0.556
42 C -7.0745 -1.6033 -0.0560  -0.271
43 S -5.4605 -2.1891 0.1280  -0.006
44 H -7.9111 -2.2677 0.0113  0.411
45 H -7.9467 0.3495 -0.4344  0.416
46 H -3.3324 0.7464 -0.3365  0.285
47 H -0.6753 -2.7260 -0.0628  0.563
48 H 1.2089 0.2689 -1.0952  0.600
49 H 2.6316 1.3833 -2.5236  0.370
50 H 2.4619 2.2720 -0.9805  0.125



Below is C37H42BN3O7RuTe as an isolated structure, with properties calculated with ωB97M-V with the def2-TZVPD basis set.

<S²>: 6.093
2S+1: 5
charge: -2
highest occupied orbital energy (alpha / beta): 0.138 / -2.630 eV

Last column: Mulliken spin population.
Geometry (Å):
1 Ru -0.1481 0.4337 -0.4909  2.423
2 O 0.0161 0.1689 1.6211  0.139
3 C 1.0323 0.1666 2.4121  0.156
4 C 2.3899 0.1048 2.1096  -0.071
5 C 3.3541 0.1364 3.1665  0.449
6 C 4.7205 0.0710 2.8904  -0.080
7 C 5.1508 -0.0293 1.5473  -0.010
8 C 4.2599 -0.0681 0.5179  -0.001
9 C 2.8411 -0.0073 0.7361  -0.024
10 O 2.0581 -0.0737 -0.2572  0.031
11 N 5.6760 0.0970 3.9011  0.153
12 O 6.9112 0.0516 3.6132  0.176
13 O 5.2815 0.1744 5.0961  0.149
14 H 0.7870 0.2092 3.4815  -0.002
15 H 3.0302 0.2149 4.1940  0.065
16 H 6.2155 -0.0761 1.3644  0.001
17 H 4.5912 -0.1525 -0.5097  0.000
18 C -3.6715 -1.0805 -0.9622  0.008
19 C -2.9958 -1.5717 0.3183  -0.019
20 C -3.1791 -0.5380 1.4316  -0.012
21 C -3.6464 -2.8797 0.8006  0.008
22 N -1.5338 -1.6851 0.0999  0.059
23 H -4.7245 -0.8591 -0.7648  0.000
24 H -3.6179 -1.8292 -1.7536  0.001
25 H -3.1777 -0.1741 -1.3134  -0.005
26 H -4.2366 -0.2880 1.5386  0.000
27 H -2.6244 0.3689 1.2111  0.006
28 H -2.8149 -0.9367 2.3828  0.001
29 H -4.6030 -2.6510 1.2760  -0.001
30 H -3.0176 -3.3800 1.5420  0.000
31 H -3.8384 -3.5685 -0.0202  -0.002
32 C -0.9748 2.8801 -3.1308  0.027
33 C -0.8027 1.3791 -3.3752  0.034
34 O -0.9184 0.9765 -4.5433  0.080
35 N -0.5483 0.6005 -2.3170  0.410
36 Te 0.8014 -1.4584 -3.0055  0.022
37 C 1.8396 -3.1445 -4.0561  0.015
38 C 2.4030 -2.9432 -5.3239  -0.008
39 C 2.3574 -1.6234 -6.0651  0.004
40 C 3.0788 -3.9891 -5.9624  0.002
41 C 3.2308 -5.2305 -5.3746  -0.001
42 C 3.9718 -6.3449 -6.0678  0.000
43 C 2.6994 -5.4159 -4.1027  0.002
44 C 2.0234 -4.3984 -3.4412  -0.008
45 C 1.4957 -4.6759 -2.0570  0.002
46 C -0.9900 -2.6251 -3.0471  0.027
47 C -1.4693 -3.2440 -1.8828  -0.005
48 C -0.9787 -2.9179 -0.4873  0.005
49 C -2.4352 -4.2452 -1.9942  -0.004
50 C -3.0266 -4.5681 -3.2025  0.000
51 C -4.0868 -5.6345 -3.2943  0.000
52 C -2.6331 -3.8519 -4.3240  0.001
53 C -1.6201 -2.9005 -4.2728  -0.004
54 C -1.2285 -2.2050 -5.5456  0.006
55 H -0.8910 3.3973 -4.0853  0.002
56 H -0.2295 3.2571 -2.4312  0.000
57 H -1.9671 3.0682 -2.7156  -0.003
58 H 1.7040 -0.8993 -5.5859  0.000
59 H 2.0120 -1.7736 -7.0912  0.000
60 H 3.3605 -1.1916 -6.1206  0.000
61 H 3.4988 -3.8148 -6.9504  0.000
62 H 4.2229 -6.0700 -7.0930  0.000
63 H 3.3736 -7.2583 -6.0977  0.000
64 H 4.9023 -6.5813 -5.5457  0.000
65 H 2.8250 -6.3773 -3.6110  0.000
66 H 1.9172 -5.5999 -1.6581  0.000
67 H 0.4074 -4.7722 -2.0697  0.000
68 H 1.7423 -3.8558 -1.3811  -0.001
69 H 0.1029 -2.7716 -0.5120  0.003
70 H -1.1827 -3.7863 0.1538  0.007
71 H -1.0759 -1.5453 0.9981  -0.020
72 H -2.7283 -4.7894 -1.1025  -0.001
73 H -4.0983 -6.2516 -2.3951  0.000
74 H -3.9158 -6.2855 -4.1538  0.000
75 H -5.0798 -5.1925 -3.4097  0.000
76 H -3.1096 -4.0567 -5.2789  0.000
77 H -2.0257 -2.2976 -6.2863  0.000
78 H -0.3281 -2.6617 -5.9590  -0.001
79 H -1.0234 -1.1478 -5.3634  0.000
80 O -2.6753 2.2400 -0.3684  -0.080
81 B -1.2552 2.1193 -0.2061  0.055
82 O -0.7885 3.3949 0.2162  -0.155
83 C -1.8587 4.2260 0.2710  -0.017
84 C -1.9038 5.5594 0.6076  -0.002
85 C -3.1541 6.1832 0.5766  0.000
86 C -4.2993 5.4832 0.2198  0.000
87 C -4.2423 4.1288 -0.1209  0.000
88 C -3.0063 3.5241 -0.0869  0.005
89 H -1.0052 6.0946 0.8840  0.000
90 H -3.2283 7.2326 0.8336  0.000
91 H -5.2541 5.9942 0.2042  0.000
92 H -5.1254 3.5709 -0.4033  0.000



Below is an isolated ion of composition C12H12NO and charge +1, with properties calculated with ωB97M-V with the def2-TZVPD basis set.

2S+1: 1
charge: +1
highest occupied orbital energy (alpha / beta): -11.451 / -11.451 eV

Last column: Mulliken charge in e.
Geometry (Å):
1 C -3.5061 -1.0380 0.2792  -0.390
2 C -3.4420 -0.1213 -0.7349  -0.528
3 C -2.4736 -1.1806 1.1595  -0.466
4 C -2.3783 0.7246 -0.8291  -0.341
5 C -1.3461 -0.4148 0.9823  0.231
6 C -1.2485 0.5101 -0.0272  -0.080
7 C 2.0125 -1.5670 -0.6063  -0.685
8 C 3.2570 -1.3710 -0.1173  -0.087
9 C 1.0833 -0.5945 -0.7095  0.271
10 C 1.2022 0.7808 -0.3249  -0.789
11 C 3.8223 -0.3312 0.4135  0.166
12 C -0.0289 1.4202 -0.1109  0.469
13 N -0.1292 2.7036 0.2043  -0.371
14 O 4.7107 0.5589 0.7092  -0.349
15 H -4.4571 -1.5067 0.5306  0.347
16 H -4.2401 0.0879 -1.4071  0.409
17 H -2.4618 -1.8139 2.0611  0.372
18 H -2.5448 1.2331 -1.7817  0.278
19 H -0.4606 -0.6129 1.7048  0.291
20 H 1.8897 -2.6246 -0.9814  0.307
21 H 3.6877 -2.3395 0.1189  0.371
22 H 0.0574 -1.1182 -0.7405  0.316
23 H 2.1522 1.2760 -0.1866  0.420
24 H 5.2368 0.9714 -0.0294  0.399
25 H -0.9200 3.0566 0.5833  0.221
26 H 0.5255 3.3112 -0.1599  0.218



Looking at ΔE to the lowest compared entry with this formula, charge and spin for the records above, in order, we have 65.3 118.7 0.0 0.0 21.7 136.3 kcal per mole.